Density functional theory data (ωB97M-V/def2-TZVPD) for a cluster of 2 separate species, C7H8Si in total.

```
16
Properties=species:S:1:pos:R:3:lowdin_charge:R:1
C -0.95 -2.99 -0.98 0.052
C 3.45 -0.84 -0.74 -0.121
C -0.72 -1.95 -0.44 -0.233
C 2.26 -0.60 -0.66 -0.174
C -1.82 2.15 -0.19 -0.042
C -1.51 0.94 -0.69 -0.229
C 0.49 0.53 1.65 -0.179
Si -0.22 -0.26 0.05 0.755
H -1.04 -3.85 -1.61 0.038
H 4.48 -0.87 -0.76 -0.042
H -2.72 2.64 -0.43 0.044
H -1.39 2.60 0.68 0.036
H -2.06 0.57 -1.60 0.068
H 0.41 -0.17 2.50 0.048
H 1.50 0.76 1.46 -0.007
H -0.18 1.36 1.75 -0.016
```

Calculated values
* calculated total energy: -560.78746 Eh
* highest occupied orbital energy: -9.0 eV
* LUMO level: -0.0200 Eh
* energy above the lowest of the compared OMol25 structures with the same formula, charge and spin: 0.0 kcal/mol

---

Density functional theory data (ωB97M-V/def2-TZVPD) for the molecule C7H9BO2Se.

```
20
Properties=species:S:1:pos:R:3:lowdin_charge:R:1
B -1.36 0.65 -1.30 -0.715
C 1.33 -1.16 -1.78 -0.117
C 1.50 -0.60 -0.54 -0.084
C 0.30 -1.34 -2.74 -0.198
C 0.57 0.06 0.35 -0.145
C -0.77 -0.64 -3.11 0.048
C -0.63 0.53 0.01 -0.339
C -0.64 0.78 3.13 -0.353
O -0.60 0.87 -2.52 0.045
O -2.69 0.91 -1.43 0.115
Se -1.80 1.05 1.53 1.015
H 2.30 -1.78 -2.08 0.135
H 2.63 -0.69 -0.18 0.137
H 0.30 -2.19 -3.44 0.098
H 0.73 0.23 1.38 0.050
H -1.20 0.75 3.99 -0.004
H -0.20 -0.19 3.09 0.029
H -0.13 1.61 3.32 -0.025
H -0.94 1.40 -3.26 0.158
H -3.17 0.61 -2.26 0.151
```

Calculated values
* calculated total energy: -2848.75245 Eh
* highest occupied orbital energy: -7.9 eV
* LUMO level: 0.0026 Eh
* energy above the lowest of the compared OMol25 structures with the same formula, charge and spin: 1.5 kcal/mol

---

Density functional theory data (ωB97M-V/def2-TZVPD) for the molecule C7H9BO3.

```
20
Properties=species:S:1:pos:R:3:lowdin_charge:R:1
O -1.29 0.59 -2.06 0.053
C -1.14 1.16 -0.99 -0.250
C -1.57 0.65 0.40 -0.265
C -2.20 -0.68 0.22 -0.033
C -1.29 -1.69 -0.03 -0.036
C 0.16 -1.48 -0.20 -0.014
C 0.74 -0.39 0.29 -0.099
B 2.21 0.01 0.02 -0.692
O 3.23 -0.63 0.65 0.194
O 2.42 1.01 -0.85 0.213
C -0.16 0.58 1.02 -0.140
H -0.51 2.14 -1.04 0.152
H -2.20 1.55 0.90 0.197
H -3.25 -0.82 0.29 0.097
H -1.57 -2.68 -0.13 0.072
H 0.64 -2.28 -0.64 0.092
H 4.04 -0.19 0.34 0.115
H 1.68 1.15 -1.41 0.084
H 0.26 1.58 1.10 0.108
H -0.20 0.41 2.14 0.151
```

Calculated values
* calculated total energy: -522.74076 Eh
* structure (SMILES): O=C[C@H]1C=CC=C(B(O)O)C1
* highest occupied orbital energy: -8.6 eV
* LUMO level: 0.0159 Eh
* energy above the lowest of the compared OMol25 structures with the same formula, charge and spin: 49.6 kcal/mol

---

Density functional theory data (ωB97M-V/def2-TZVPD) for a structure of composition C7H9BO3.

```
20
Properties=species:S:1:pos:R:3:lowdin_charge:R:1
B 1.98 -0.82 0.68 -0.719
C 0.70 -0.11 -1.57 -0.139
C -0.34 0.45 -2.27 -0.055
C 0.82 -0.42 -0.22 0.160
C -1.03 -0.03 0.40 0.003
C -2.04 0.61 -0.35 -0.442
C -1.78 0.82 -1.86 -0.082
C -1.14 -0.05 1.84 -0.101
O -3.09 1.01 0.13 0.066
O 2.86 -1.58 -0.01 0.171
O 2.12 -0.42 1.97 0.213
H 1.52 -0.22 -2.23 0.092
H -0.22 0.44 -3.39 0.114
H -1.85 1.95 -1.91 0.148
H -2.48 0.33 -2.46 0.090
H -0.83 0.92 2.24 0.105
H -0.64 -0.88 2.26 0.055
H -2.27 -0.21 2.22 0.136
H 3.73 -1.67 0.44 0.133
H 2.88 -0.82 2.26 0.051
```

Calculated values
* calculated total energy: -522.62643 Eh
* highest occupied orbital energy (alpha / beta): -8.6 / -8.1 eV
* LUMO level (alpha / beta): -0.0314 / -0.0286 Eh
* energy above the lowest of the compared OMol25 structures with the same formula, charge and spin: 121.4 kcal/mol

---

Density functional theory data (ωB97M-V/def2-TZVPD) for the molecule C7H9BO3.

```
20
Properties=species:S:1:pos:R:3:lowdin_charge:R:1
C -1.43 -2.99 1.58 -0.099
O -0.55 -2.81 0.47 -0.086
C -0.26 -1.46 0.20 -0.252
C -0.88 -0.36 0.76 -0.011
C -0.44 0.87 0.36 -0.045
C 0.52 1.07 -0.62 -0.116
B 0.91 2.62 -0.82 -0.538
O 2.24 2.90 -1.15 0.133
O -0.10 3.58 -0.91 0.133
C 1.08 0.00 -1.24 -0.031
C 0.67 -1.26 -0.82 0.004
H -0.88 -2.85 2.47 0.083
H -1.65 -4.06 1.51 0.098
H -2.40 -2.51 1.57 0.087
H -1.55 -0.66 1.57 0.100
H -0.87 1.66 0.87 0.092
H 2.46 3.74 -1.58 0.103
H 0.15 4.51 -1.17 0.124
H 1.85 0.17 -1.95 0.110
H 1.16 -2.16 -1.09 0.109
```

Calculated values
* calculated total energy: -522.78130 Eh
* structure (SMILES): COc1ccc(B(O)O)cc1
* highest occupied orbital energy: -8.5 eV
* LUMO level: 0.0106 Eh
* energy above the lowest of the compared OMol25 structures with the same formula, charge and spin: 24.2 kcal/mol

---

Density functional theory data (ωB97M-V/def2-TZVPD) for a structure of composition C7H9Br3O6.

```
25
Properties=species:S:1:pos:R:3:lowdin_charge:R:1
C 2.06 1.26 -1.64 -1.627
Br 3.75 0.73 -0.87 0.620
Br 2.04 0.91 -3.52 0.620
Br 1.69 3.11 -1.27 0.600
H 1.29 0.67 -1.17 -0.051
C -0.15 -2.06 -0.13 -0.098
C 0.95 -2.23 0.92 -0.098
O 2.15 -2.19 0.16 0.024
C 1.87 -2.38 -1.15 -0.608
O 2.67 -2.57 -2.00 0.151
O 0.54 -2.30 -1.36 0.059
H -0.60 -1.07 -0.16 0.099
H -0.92 -2.82 -0.02 0.136
H 0.88 -3.20 1.40 0.129
H 0.99 -1.44 1.67 0.124
C -0.97 1.85 0.93 -0.134
C -2.29 2.05 1.69 -0.106
O -3.15 1.07 1.12 0.071
C -2.62 0.61 -0.03 -0.571
O -3.15 -0.13 -0.78 0.182
O -1.34 1.04 -0.18 0.010
H -0.21 1.32 1.52 0.129
H -0.55 2.79 0.59 0.079
H -2.70 3.05 1.51 0.131
H -2.22 1.92 2.76 0.131
```

Calculated values
* calculated total energy: -8445.62031 Eh
* highest occupied orbital energy: -10.2 eV
* LUMO level: 0.0006 Eh
* energy above the lowest of the compared OMol25 structures with the same formula, charge and spin: 0.0 kcal/mol

---

Density functional theory data (ωB97M-V/def2-TZVPD) for a structure of composition C7H9BrF3IrNO8S.

```
31
Properties=species:S:1:pos:R:3:mulliken_spin:R:1
Ir 0.91 0.54 0.95 0.545
O 2.03 -0.04 -0.72 0.028
C 1.03 -0.72 -1.56 0.004
C 0.35 -1.80 -0.74 -0.005
N -0.14 -1.23 0.56 0.000
C 0.19 -2.17 1.68 0.011
C 1.60 -1.94 2.20 -0.001
O 2.20 -2.79 2.79 -0.001
O 2.08 -0.74 1.94 -0.008
C -1.59 -0.90 0.69 0.011
C -1.70 0.16 1.81 -0.009
O -2.76 0.52 2.22 0.001
O -0.52 0.57 2.31 0.081
H 2.75 -0.64 -0.43 -0.003
H 0.35 0.08 -1.84 -0.002
H 1.52 -1.11 -2.45 -0.003
H -0.46 -2.27 -1.29 -0.003
H 1.08 -2.56 -0.49 0.000
H -0.49 -1.98 2.51 -0.003
H 0.05 -3.20 1.35 0.000
H -2.00 -0.50 -0.23 -0.006
H -2.14 -1.79 0.99 0.001
Br 2.06 2.41 1.87 0.360
F -1.63 3.41 -3.27 0.000
C -0.57 3.08 -2.54 0.000
F 0.11 2.11 -3.19 0.000
F 0.22 4.14 -2.42 0.000
S -1.12 2.46 -0.90 0.002
O 0.24 2.03 -0.39 -0.003
O -1.70 3.55 -0.21 0.001
O -1.94 1.31 -1.20 0.000
```

Calculated values
* calculated total energy: -4304.95271 Eh
* highest occupied orbital energy (alpha / beta): -10.5 / -10.3 eV
* LUMO level (alpha / beta): -0.0364 / -0.1392 Eh
* energy above the lowest of the compared OMol25 structures with the same formula, charge and spin: 28.1 kcal/mol
* multiplicity: 2

---

Density functional theory data (ωB97M-V/def2-TZVPD) for a cluster of 2 separate species, C7H9BrN2 in total.

```
19
Properties=species:S:1:pos:R:3:lowdin_charge:R:1
C 1.67 -1.52 -0.29 -0.182
C 3.51 1.38 0.33 -0.120
C 2.37 1.75 -0.16 -0.612
C -1.62 0.00 0.01 -0.160
C -0.58 -0.95 0.61 -0.130
C -0.86 0.63 -1.17 -0.284
C 0.28 -1.30 -0.62 -0.379
N 2.77 -1.63 0.01 0.168
N 0.18 -0.23 -1.55 0.081
Br 1.28 3.20 -0.13 0.788
H 4.17 1.99 0.95 0.069
H 3.86 0.37 0.14 0.022
H -2.48 -0.56 -0.35 0.108
H -1.97 0.75 0.72 0.105
H 0.05 -0.43 1.34 0.115
H -1.01 -1.83 1.08 0.112
H -1.48 0.86 -2.04 0.124
H -0.43 1.61 -0.87 0.015
H -0.08 -2.22 -1.12 0.159
```

Calculated values
* calculated total energy: -2955.38694 Eh
* highest occupied orbital energy (alpha / beta): -7.5 / -6.5 eV
* LUMO level (alpha / beta): -0.0778 / -0.1202 Eh
* energy above the lowest of the compared OMol25 structures with the same formula, charge and spin: 154.1 kcal/mol

---

Look up the calculated total energy of the first one.
-560.78746 Eh

---

calculated total energy of number 8 (C7H9BrN2)?
-2955.38694 Eh

---

What did the second record say?
Density functional theory data (ωB97M-V/def2-TZVPD) for the molecule C7H9BO2Se.

```
20
Properties=species:S:1:pos:R:3:lowdin_charge:R:1
B -1.36 0.65 -1.30 -0.715
C 1.33 -1.16 -1.78 -0.117
C 1.50 -0.60 -0.54 -0.084
C 0.30 -1.34 -2.74 -0.198
C 0.57 0.06 0.35 -0.145
C -0.77 -0.64 -3.11 0.048
C -0.63 0.53 0.01 -0.339
C -0.64 0.78 3.13 -0.353
O -0.60 0.87 -2.52 0.045
O -2.69 0.91 -1.43 0.115
Se -1.80 1.05 1.53 1.015
H 2.30 -1.78 -2.08 0.135
H 2.63 -0.69 -0.18 0.137
H 0.30 -2.19 -3.44 0.098
H 0.73 0.23 1.38 0.050
H -1.20 0.75 3.99 -0.004
H -0.20 -0.19 3.09 0.029
H -0.13 1.61 3.32 -0.025
H -0.94 1.40 -3.26 0.158
H -3.17 0.61 -2.26 0.151
```

Calculated values
* calculated total energy: -2848.75245 Eh
* highest occupied orbital energy: -7.9 eV
* LUMO level: 0.0026 Eh
* energy above the lowest of the compared OMol25 structures with the same formula, charge and spin: 1.5 kcal/mol

---

calculated total energy of number 4 (C7H9BO3)?
-522.62643 Eh